No. 1
Molecular formula: C3H6N2
Method: DFT, ωB97M-V with the def2-TZVPD basis set

```
11
Properties=species:S:1:pos:R:3:forces:R:3:mulliken_charge:R:1
C 0.89110 0.45305 0.78489 -2.5 -1.2 -0.8 0.11
C -2.28841 -0.82703 -0.67923 3.2 -0.5 0.6 -0.69
C 2.27074 0.82835 0.62295 1.6 -0.6 -0.7 -0.74
N -0.91608 -0.96572 0.06731 -1.1 -0.8 -0.2 -0.68
N -0.03791 -0.08076 0.22983 -0.2 -0.3 0.6 0.39
H -3.09131 -0.62932 -0.02312 -0.7 -0.4 1.2 0.27
H -2.46093 -1.66678 -1.37241 0.3 0.1 0.8 0.25
H -2.21153 0.02916 -1.23665 0.1 2.2 -1.8 0.34
H 2.59344 1.36251 1.52223 0.4 -0.3 -0.3 0.26
H 2.24192 1.52113 -0.21013 0.5 0.4 -0.2 0.25
H 3.00897 -0.02460 0.29432 -1.5 1.4 0.9 0.25
```
Forces are in eV/Å.

The orbital gap is 8.707 eV. For the energy above the lowest of the compared OMol25 structures with the same formula, charge and spin, the calculation gives 396.28 kJ/mol. The electronic energy is -227.27390 Eh. The HOMO energy comes out at -7.889 eV. The LUMO energy comes out at 0.8 eV.



No. 2
Molecular formula: C32H42AsBr2CuN6O3Si3
Method: DFT, ωB97M-V with the def2-TZVPD basis set

```
90
Properties=species:S:1:pos:R:3:forces:R:3:mulliken_charge:R:1
Cu -0.61833 -0.62010 0.05120 0.0 0.0 0.0 -0.79
C 2.11291 0.47295 -1.93216 0.0 0.0 0.0 -0.95
O 0.96576 0.77657 -1.14446 0.0 -0.1 0.0 0.43
C 0.94155 1.97677 -0.46290 0.0 0.0 0.1 -0.51
C -0.14605 2.80426 -0.66228 0.0 0.0 0.0 -0.02
C -0.27048 3.95878 0.09651 0.0 0.0 0.0 -0.71
Br -1.77542 5.06949 -0.15395 0.0 0.0 0.0 -0.16
C 0.67926 4.28277 1.04406 0.0 0.0 0.0 -0.49
C 1.76689 3.43709 1.25915 0.0 0.0 0.0 1.26
C 1.90812 2.28217 0.49298 0.0 0.0 0.0 0.32
O 2.94422 1.39858 0.64300 0.0 0.0 0.0 -0.59
C 2.73133 3.79188 2.31186 0.0 0.0 0.0 -0.32
N 3.05509 5.00558 2.62885 0.0 0.0 0.0 -0.77
C 3.94989 4.88400 3.68594 0.0 0.0 0.0 0.89
C 4.60913 5.87595 4.40983 0.0 0.0 0.0 -0.86
C 5.43991 5.47228 5.43416 0.0 0.0 0.0 -0.50
C 5.62352 4.11396 5.73923 0.0 0.0 0.0 -0.48
C 4.98850 3.11820 5.02297 0.0 0.0 0.0 -1.08
C 4.15358 3.53586 3.99349 0.0 0.0 0.0 0.47
N 3.39074 2.83304 3.06738 0.0 0.0 0.0 0.21
H 2.74787 1.35501 -2.01513 0.0 0.0 0.0 0.16
H 1.77135 0.16444 -2.91703 0.0 0.0 0.0 0.23
H 3.16571 -0.46399 -0.38670 0.0 0.0 0.0 0.13
H -0.88465 2.53257 -1.40506 0.0 0.0 0.0 0.50
H 0.59828 5.18313 1.63676 0.0 0.0 0.0 0.61
H 3.65918 1.81785 1.14462 0.0 0.0 0.0 0.35
H 4.46515 6.91997 4.16864 0.0 0.0 0.0 0.47
H 5.96593 6.21482 6.01845 0.0 0.0 0.0 0.40
H 6.28416 3.84196 6.55119 0.0 0.0 0.0 0.41
H 5.13971 2.07227 5.25506 0.0 0.0 0.0 0.42
H 3.05961 1.89060 3.20332 0.0 0.0 0.0 0.01
O 1.00007 1.63092 5.50495 0.0 0.0 0.0 -0.52
C 0.58313 1.17109 4.32152 0.0 0.0 0.0 0.81
C -0.41252 1.77984 3.55582 0.0 0.0 0.0 -0.78
C -0.73396 1.22227 2.34194 0.0 0.0 0.0 -0.76
N -0.13583 0.12373 1.84733 0.0 0.1 0.0 0.24
C 0.80166 -0.44600 2.59975 0.0 0.1 0.1 0.31
Br 1.59451 -1.99887 1.89197 0.1 -0.1 0.0 -0.11
C 1.20282 0.02225 3.83276 0.0 0.0 0.0 -0.71
H 0.52854 2.43348 5.76269 0.0 0.0 0.0 0.34
H -0.92349 2.67128 3.89487 0.0 0.0 0.0 0.36
H -1.49390 1.67202 1.71664 0.0 0.0 0.0 0.66
H 1.95658 -0.48743 4.41512 0.0 0.0 0.0 0.58
C 0.18488 -4.33881 -1.30403 0.0 0.0 0.0 -0.29
Si -1.65041 -4.08754 -1.11271 0.0 0.0 0.0 0.14
C -2.20998 -4.51701 0.61628 0.0 0.0 0.0 -0.92
C -2.59901 -5.02829 -2.41350 0.0 0.0 0.0 -1.00
As -2.03112 -1.76335 -1.37041 0.0 0.0 0.0 0.97
Si -4.23010 -1.29409 -0.63953 0.0 0.0 0.0 0.19
C -4.16884 -1.22151 1.22708 0.0 0.0 0.0 -0.79
C -5.40489 -2.61860 -1.22670 0.0 0.0 0.0 -0.94
C -4.69103 0.38516 -1.31818 0.0 0.0 0.0 -0.91
Si -1.90823 -1.22189 -3.66976 0.0 0.0 0.0 0.24
C -0.41023 -2.09993 -4.35079 0.0 0.0 0.0 -0.47
C -3.47421 -1.77741 -4.51771 0.0 0.0 0.0 -1.00
C -1.67574 0.62823 -3.77617 0.0 0.0 0.0 -0.59
H 0.44684 -5.37915 -1.09548 0.0 0.0 0.0 0.49
H 0.74555 -3.70355 -0.61440 0.0 0.0 0.0 -0.02
H 0.51863 -4.12290 -2.31936 0.0 0.0 0.0 -0.25
H -1.97216 -5.55932 0.84071 0.0 0.0 0.0 0.42
H -3.28648 -4.39021 0.74349 0.0 0.0 0.0 0.26
H -1.70146 -3.89109 1.35330 0.0 0.0 0.0 0.21
H -2.44267 -6.10136 -2.27886 0.0 0.0 0.0 0.42
H -2.25063 -4.77125 -3.41581 0.0 0.0 0.0 0.30
H -3.67155 -4.83602 -2.36360 0.0 0.0 0.0 0.28
H -3.81798 -2.15798 1.66297 0.0 0.0 0.0 0.23
H -5.16438 -1.01611 1.62806 0.0 0.0 0.0 0.44
H -3.50100 -0.42383 1.56054 0.0 0.0 0.0 0.05
H -5.15106 -3.59226 -0.80354 0.0 0.0 0.0 0.27
H -5.40188 -2.71006 -2.31382 0.0 0.0 0.0 0.29
H -6.42354 -2.37795 -0.91304 0.0 0.0 0.0 0.40
H -3.97730 1.14941 -1.00148 0.0 0.0 0.0 0.19
H -5.67577 0.67472 -0.94295 0.0 0.0 0.0 0.41
H -4.73954 0.39530 -2.40802 0.0 0.0 0.0 0.25
H -0.52668 -3.18515 -4.35338 0.0 0.0 0.0 0.38
H 0.47592 -1.86397 -3.75789 0.0 0.0 0.0 -0.35
H -0.21876 -1.78309 -5.37885 0.0 0.0 0.0 0.50
H -3.64011 -2.84774 -4.38279 0.0 0.0 0.0 0.28
H -3.40298 -1.58333 -5.59064 0.0 0.0 0.0 0.41
H -4.35169 -1.24730 -4.14357 0.0 0.0 0.0 0.25
H -0.74682 0.92090 -3.28151 0.0 0.0 0.0 -0.20
H -2.49894 1.17113 -3.30820 0.0 0.0 0.0 0.28
H -1.61682 0.94171 -4.82099 0.0 0.0 0.0 0.48
N 2.84490 -0.62718 -1.33295 0.0 0.0 0.0 0.34
C 3.03210 -1.79944 -1.89086 0.0 0.0 0.0 0.16
C 3.13642 -2.20524 -3.17071 0.0 0.0 -0.1 0.51
C 2.94572 -3.57598 -3.53426 0.0 0.0 0.0 0.10
N 2.75155 -4.66772 -3.83504 0.0 0.0 0.0 -0.51
C 3.45885 -1.25181 -4.19437 0.0 0.0 0.0 0.11
N 3.70262 -0.42038 -4.95092 0.0 0.0 0.0 -0.47
```
Forces are in eV/Å.

The multiplicity is 2. The orbital gap (spin up / spin down) is 8.343 / 7.078 eV. Its charge is +1. For the energy above the lowest of the compared OMol25 structures with the same formula, charge and spin, the calculation gives 26.00 kJ/mol. The electronic energy is -11691.50513 Eh. The HOMO energy (spin up / spin down) comes out at -10.920 / -10.921 eV. The LUMO energy (spin up / spin down) comes out at -2.6 / -3.8 eV.



No. 3
Molecular formula: C19H19N4OsSe3Te2
Method: DFT, ωB97M-V with the def2-TZVPD basis set

```
48
Properties=species:S:1:pos:R:3:forces:R:3:mulliken_charge:R:1
Os 0.04900 0.47399 -0.82533 1.0 -0.1 -1.2 0.83
C -0.62228 -5.07715 -0.08482 0.0 0.0 0.0 -0.56
C -1.08501 -4.18935 0.87586 0.0 0.0 0.0 -1.03
C -0.61923 -2.88258 0.89256 0.1 -0.1 0.1 0.39
C 0.29458 -2.46692 -0.06484 -0.1 0.1 0.1 -1.32
C 0.78518 -3.35371 -1.00940 -0.1 0.0 -0.1 0.49
C 0.31745 -4.66041 -1.01749 0.0 0.0 0.0 -0.91
N 0.77569 -1.10456 -0.05327 -0.1 -0.3 0.0 0.74
C 1.93646 -0.90330 0.74614 -0.2 0.0 0.2 0.67
C 2.75304 -1.90465 1.25409 0.1 0.0 0.0 -0.41
C 3.82704 -1.54464 2.05615 0.0 -0.1 0.0 -0.82
C 4.08618 -0.21488 2.38167 0.0 0.0 0.0 -0.63
C 3.25955 0.78918 1.91072 0.0 0.0 0.0 -0.78
C 2.19448 0.42065 1.10626 0.0 0.0 0.0 0.46
N 1.22582 1.29185 0.57348 -0.6 0.2 0.3 0.85
N 1.19453 2.50844 0.90236 0.1 0.1 -0.2 -1.34
C 0.23814 3.19782 0.17115 0.0 -0.1 0.1 0.21
C 0.07535 4.56034 0.39440 0.0 0.1 0.0 -0.42
C -0.84578 5.24764 -0.36328 0.0 0.0 0.0 -0.40
C -1.57446 4.55559 -1.32894 0.0 0.0 0.0 -0.85
C -1.37409 3.20401 -1.49190 0.1 0.0 -0.1 -0.44
N -0.48532 2.51440 -0.75357 -0.3 -0.1 0.2 0.30
H -0.98515 -6.09623 -0.09948 0.0 0.0 0.0 0.42
H -1.80018 -4.51389 1.62002 0.0 0.0 0.0 0.43
H -0.93508 -2.19491 1.66945 0.0 0.0 0.0 0.72
H 1.52220 -3.01605 -1.72471 0.0 0.0 0.0 0.29
H 0.69123 -5.35439 -1.75894 0.0 0.0 0.0 0.44
H 2.56371 -2.94290 1.02357 0.0 0.0 0.0 0.47
H 4.47220 -2.32268 2.44247 0.0 0.0 0.0 0.42
H 4.92766 0.03326 3.01365 0.0 0.0 0.0 0.41
H 3.41836 1.82920 2.15816 0.0 0.0 0.0 0.51
H 0.68493 5.03543 1.14922 0.0 0.0 0.0 0.54
H -0.99145 6.30960 -0.22124 0.0 0.0 0.0 0.43
H -2.28647 5.06422 -1.96307 0.0 0.0 0.0 0.45
H -1.89096 2.64098 -2.25428 0.0 0.0 0.0 0.64
Se -0.99484 -0.06077 -3.16412 0.0 0.4 0.7 -0.10
Se 0.42606 -1.58906 -4.07632 0.0 -0.3 -0.3 -0.26
Te 2.73209 -0.67403 -3.42591 0.2 -0.2 -0.2 0.00
Se 2.00456 1.27812 -2.15286 -0.1 0.3 0.2 -0.22
C -3.78384 0.90967 -1.27960 0.0 0.0 0.0 -1.06
Te -2.43601 -0.40429 -0.29580 -0.1 0.0 0.2 0.35
C -2.87265 0.46028 1.60858 0.0 0.0 0.0 -1.12
H -3.71106 1.90692 -0.85482 0.0 0.0 0.0 0.37
H -4.78117 0.50881 -1.11523 0.0 0.0 0.0 0.38
H -3.57289 0.91418 -2.34637 0.0 0.0 0.0 0.34
H -3.82726 0.08991 1.97459 0.0 0.0 0.0 0.44
H -2.90144 1.54266 1.50121 0.0 0.0 0.0 0.31
H -2.07888 0.18421 2.29980 0.0 0.0 0.0 0.37
```
Forces are in eV/Å.

The orbital gap (spin up / spin down) is 4.795 / 4.794 eV. Its charge is +1. For the energy above the lowest of the compared OMol25 structures with the same formula, charge and spin, the calculation gives 2.35 kJ/mol. The electronic energy is -8785.27786 Eh. The HOMO energy (spin up / spin down) comes out at -9.739 / -9.739 eV. The LUMO energy (spin up / spin down) comes out at -4.9 / -4.9 eV.



No. 4
Molecular formula: C2H5AlO
Method: DFT, ωB97M-V with the def2-TZVPD basis set

```
9
Properties=species:S:1:pos:R:3:forces:R:3:mulliken_charge:R:1
C 0.11032 0.61127 -0.02084 -2.1 0.4 -1.3 -0.24
C -0.72826 -0.69034 0.05274 -0.5 -0.3 1.3 -1.03
H -0.79750 1.26263 -0.06790 -0.4 0.3 -1.0 0.29
H 0.45593 1.60166 0.35609 1.0 -0.8 0.9 0.46
H -1.72619 -0.50636 0.48844 0.4 0.4 -0.1 0.36
H -0.30297 -1.44322 0.73373 0.5 0.1 -0.7 0.33
Al 1.96546 0.27237 -1.09496 -0.8 0.6 -1.6 0.66
O 2.02415 -0.02532 0.49173 1.4 -0.8 2.4 -0.21
H -1.00094 -1.08268 -0.93902 0.7 0.1 0.2 0.39
```
Forces are in eV/Å.

The multiplicity is 2. The orbital gap (spin up / spin down) is 7.751 / 7.259 eV. Its charge is +1. The electronic energy is -396.36940 Eh. The HOMO energy (spin up / spin down) comes out at -15.522 / -14.824 eV. The LUMO energy (spin up / spin down) comes out at -7.8 / -7.6 eV.



No. 5
Molecular formula: C25H27BrN4ORb
Method: DFT, ωB97M-V with the def2-TZVPD basis set

```
59
Properties=species:S:1:pos:R:3:forces:R:3:mulliken_charge:R:1
Rb 0.08899 0.68217 -0.14960 -0.2 -0.1 -0.2 0.72
Br 2.46951 0.63745 7.61424 0.0 0.0 0.0 -0.27
C 1.91144 1.09479 5.85086 0.0 0.0 -0.1 -0.18
C 0.81651 1.95179 5.67015 0.0 0.0 0.0 -0.36
C 0.41379 2.28843 4.40844 0.0 0.0 0.0 -0.51
C 1.04927 1.78504 3.21222 0.0 0.0 0.0 0.31
O 0.62200 2.10247 2.07506 0.1 0.1 0.3 -0.78
C 2.18134 0.91259 3.44794 0.0 0.0 0.0 0.74
C 3.00208 0.34779 2.40612 -0.1 0.0 0.0 -0.81
N 2.78557 0.32994 1.14025 0.2 0.1 0.1 0.10
C 3.83001 -0.13068 0.33779 -0.1 0.0 0.0 -0.26
C 5.12456 0.31854 0.47682 0.0 0.0 0.0 -0.19
C 6.15374 -0.11389 -0.38366 0.0 0.0 0.0 -0.67
C 5.89281 -0.98335 -1.40126 0.0 0.0 0.0 -0.94
C 4.57289 -1.45799 -1.59456 0.0 0.0 0.0 1.13
C 4.23193 -2.33803 -2.64700 0.0 0.0 0.0 -0.65
C 2.93856 -2.74068 -2.79364 0.0 0.0 0.0 -0.98
C 1.97846 -2.27351 -1.86991 0.0 0.0 0.0 -0.13
N 2.25705 -1.47926 -0.87004 -0.1 0.0 -0.1 0.04
C 3.53558 -1.04497 -0.72660 0.1 0.0 0.0 -0.07
C 2.57830 0.60468 4.76103 0.0 0.0 0.1 -0.70
H 0.29880 2.35248 6.53320 0.0 0.0 0.0 0.40
H -0.41837 2.96833 4.26399 0.0 0.0 0.0 0.41
H 3.91845 -0.12976 2.78500 0.0 0.0 0.0 0.43
H 5.34392 1.05037 1.24396 0.0 0.0 0.0 0.60
H 7.15639 0.26819 -0.23527 0.0 0.0 0.0 0.38
H 6.67362 -1.31140 -2.07734 0.0 0.0 0.0 0.35
H 5.00748 -2.66773 -3.32906 0.0 0.0 0.0 0.38
H 2.62991 -3.39471 -3.59795 0.0 0.0 0.0 0.41
H 0.93855 -2.56073 -1.98748 0.0 0.0 0.0 0.49
H 3.43665 -0.04273 4.90596 0.0 0.0 0.0 0.38
C -0.40173 -0.23138 -3.36935 0.1 0.0 0.0 -0.49
C -1.49346 -0.90812 -2.79071 0.0 -0.1 0.0 -0.60
C -2.38421 0.05969 -2.28227 0.0 0.0 0.0 -0.45
C -1.84495 1.33060 -2.55232 0.0 0.0 0.0 -0.69
C -0.61941 1.15112 -3.22270 0.1 0.0 0.0 -0.82
H 0.44551 -0.69102 -3.86377 0.0 0.0 0.0 0.42
H -1.66229 -1.98012 -2.81027 0.0 0.0 0.0 0.66
H -3.32463 -0.14145 -1.78403 0.0 0.0 0.0 0.39
H -2.28039 2.28040 -2.26810 0.0 0.0 0.0 0.40
H 0.04652 1.93747 -3.55564 0.0 0.0 0.0 0.40
N -2.30096 1.11317 1.93966 0.0 0.0 -0.1 -0.24
C -2.78172 -0.17250 2.43076 0.0 0.0 0.0 -0.65
C -1.59722 -1.02427 2.89542 -0.1 0.0 0.1 0.36
C -1.74754 -2.51788 2.61866 0.0 0.0 0.0 -0.98
C -1.82882 -2.86564 1.13022 0.0 -0.1 0.0 -0.88
N -0.74315 -2.25578 0.38095 0.0 0.1 0.0 0.02
H -1.67163 1.56620 2.59148 0.0 0.0 -0.1 -0.01
H -3.05023 1.74775 1.70023 0.0 0.0 0.1 0.21
H -3.30043 -0.66404 1.60453 0.0 0.0 0.0 0.28
H -3.50985 -0.09047 3.25195 0.0 0.0 0.0 0.29
H -1.43181 -0.87319 3.96609 0.0 0.0 0.0 0.45
H -0.69864 -0.66512 2.39391 0.0 0.0 0.0 -0.33
H -2.63356 -2.91815 3.12450 0.0 0.0 0.0 0.34
H -0.88631 -3.03722 3.05325 0.0 0.0 0.0 0.37
H -2.76368 -2.49170 0.70940 0.0 0.0 0.0 0.41
H -1.86886 -3.96044 1.03614 0.0 0.0 0.0 0.37
H -0.95567 -2.14637 -0.60505 0.0 0.0 0.0 -0.12
H 0.14465 -2.72848 0.48720 0.0 0.0 0.0 0.10
```
Forces are in eV/Å.

The orbital gap is 6.065 eV. Its charge is -1. For the energy above the lowest of the compared OMol25 structures with the same formula, charge and spin, the calculation gives 13.29 kJ/mol. The electronic energy is -3861.30121 Eh. The HOMO energy comes out at -3.792 eV. The LUMO energy comes out at 2.3 eV.



No. 6
Molecular formula: C3H8BrClSi
Method: DFT, ωB97M-V with the def2-TZVPD basis set

```
14
Properties=species:S:1:pos:R:3:forces:R:3:mulliken_charge:R:1
C 0.27987 1.06575 -1.93185 -0.7 0.4 -0.1 -0.92
C 0.68526 0.60545 -0.50554 -0.7 0.7 0.2 -0.48
Si -0.69652 -0.22010 0.57885 1.7 -2.2 -1.7 0.65
C -0.03090 -1.04311 2.10565 -1.4 -0.5 0.4 -0.96
Cl -2.31850 0.82844 1.12075 -0.4 0.3 -0.4 -0.21
Br -1.22359 -2.46721 -1.09762 0.3 2.1 1.5 -0.47
H -0.48492 0.39418 -2.34018 0.0 0.3 0.1 0.24
H -0.07537 2.12032 -1.99582 0.1 -0.8 0.3 0.27
H 1.09622 0.98972 -2.64335 0.3 0.0 0.2 0.32
H 0.87734 1.49250 0.15937 0.4 -0.6 -0.6 0.29
H 1.61645 0.00991 -0.64970 -0.9 0.1 0.9 0.33
H -0.34787 -2.10161 2.05347 0.1 0.4 0.1 0.33
H 1.03243 -1.04364 2.07478 1.0 0.1 0.1 0.32
H -0.40990 -0.63061 3.07119 0.3 -0.1 -0.9 0.31
```
Forces are in eV/Å.

The orbital gap is 9.199 eV. For the energy above the lowest of the compared OMol25 structures with the same formula, charge and spin, the calculation gives 58.26 kJ/mol. The electronic energy is -3442.86688 Eh. The HOMO energy comes out at -9.487 eV. The LUMO energy comes out at -0.3 eV.